No. 1
Here is a structure of composition C39H39BBrN9O3SY from OMol25. Energies are from wB97M-V/def2-TZVPD.

The geometry in ORCA input format:
```
! RIJCOSX wB97M-V def2-TZVPD def2/J DEFGRID3
* xyz 1 1
Y 0.106 -0.430 -0.642
C 1.059 1.305 5.673
C 0.153 0.813 4.537
C -1.292 1.174 4.870
C 0.663 1.384 3.223
C -0.019 2.357 2.499
C 0.638 3.116 1.533
C 1.987 2.925 1.265
C 2.785 3.953 0.520
C 2.612 1.821 1.847
C 1.960 1.068 2.807
H 0.717 0.912 6.631
H 1.041 2.394 5.728
H 2.092 0.994 5.529
H 0.252 -0.278 4.497
H -1.396 2.249 5.020
H -1.591 0.693 5.801
H -2.010 0.889 4.100
H -1.040 2.613 2.756
H 0.112 3.938 1.061
H 3.555 3.497 -0.099
H 3.280 4.602 1.245
H 2.150 4.584 -0.101
H 3.646 1.609 1.608
H 2.509 0.289 3.325
B 1.168 -3.333 -2.297
N -0.388 -3.099 -2.388
C -1.215 -3.791 -3.172
C -2.470 -3.207 -3.142
C -2.316 -2.126 -2.289
N -1.057 -2.058 -1.833
N 1.653 -3.294 -0.819
C 2.449 -4.182 -0.218
C 2.789 -3.708 1.037
C 2.142 -2.483 1.121
N 1.461 -2.237 -0.001
H 1.374 -4.433 -2.720
H 1.734 -2.486 -2.928
H -0.851 -4.656 -3.697
H -3.355 -3.521 -3.661
H -3.049 -1.399 -1.983
H 2.723 -5.087 -0.731
H 3.423 -4.172 1.768
H 2.128 -1.772 1.931
C 1.503 4.313 -4.115
C 0.180 4.034 -4.444
C -0.601 3.258 -3.609
C -0.034 2.757 -2.442
C 1.282 3.029 -2.100
C 2.054 3.817 -2.942
N -0.795 1.905 -1.573
N -2.014 2.137 -1.640
C -2.881 1.303 -0.881
C -4.219 1.635 -1.038
C -5.172 0.884 -0.371
C -4.731 -0.167 0.412
C -3.370 -0.421 0.502
N -2.428 0.299 -0.117
H 2.103 4.921 -4.778
H -0.240 4.413 -5.365
H -1.621 3.021 -3.871
H 1.703 2.631 -1.191
H 3.079 4.031 -2.675
H -4.473 2.466 -1.677
H -6.225 1.110 -0.469
H -5.419 -0.803 0.950
H -3.032 -1.257 1.091
Br -2.171 -4.850 4.707
C -1.661 -3.679 3.332
C -1.549 -2.320 3.577
C -1.173 -1.506 2.522
N -0.902 -1.951 1.297
C -1.011 -3.269 1.081
C -1.395 -4.166 2.060
H -1.750 -1.901 4.551
H -1.098 -0.437 2.658
H -0.778 -3.617 0.086
H -1.473 -5.218 1.833
O 0.535 -0.088 -3.013
C 1.760 -0.015 -2.788
N 2.185 0.135 -1.514
S 3.830 0.133 -1.413
O 4.268 1.436 -0.989
O 4.291 -1.010 -0.688
C 4.081 -0.042 -3.150
C 5.270 -0.111 -3.845
C 5.182 -0.222 -5.228
C 3.950 -0.260 -5.875
C 2.763 -0.194 -5.158
C 2.855 -0.083 -3.781
H 6.227 -0.082 -3.345
H 6.088 -0.282 -5.814
H 3.921 -0.349 -6.952
H 1.800 -0.232 -5.645
*
```

Calculated values
Total energy ... -5263.471891 Eh
LUMO level ... -0.147 Ha
Molecular weight ... 893.490 g mol⁻¹



No. 2
Here is a cluster of 2 separate species, C4H13N2O2 in total in a non-equilibrium geometry from OMol25. Energies are from wB97M-V/def2-TZVPD.

The geometry in ORCA input format:
```
! RIJCOSX wB97M-V def2-TZVPD def2/J DEFGRID3
* xyz 1 1
N -2.319 -1.873 -1.098
C -1.628 -1.038 0.004
C -0.292 -0.665 -0.524
N 0.705 -0.216 0.337
C 0.482 0.189 1.622
C 1.720 0.440 -0.409
O -0.119 -0.800 -1.739
H -1.490 -2.159 -1.803
H -3.167 -1.404 -1.573
H -2.676 -2.822 -0.633
H -1.641 -1.498 1.099
H -2.288 -0.138 0.289
H -0.136 1.144 1.929
H -0.044 -0.570 2.195
H 1.360 0.554 2.297
H 2.032 -0.045 -1.369
H 1.370 1.421 -0.829
H 2.653 0.528 0.136
H 1.202 2.499 0.980
H 2.018 3.843 0.824
O 1.420 3.264 1.443
*
```

Calculated values
Total energy ... -419.884502 Eh
LUMO level ... -0.143 Ha
Molecular weight ... 121.160 g mol⁻¹



No. 3
Here is the ion C5H8N with charge +1 in a non-equilibrium geometry from OMol25. Energies are from wB97M-V/def2-TZVPD.

The geometry in ORCA input format:
```
! RIJCOSX wB97M-V def2-TZVPD def2/J DEFGRID3
* xyz 1 1
C -2.769 -0.511 -0.144
C -1.832 -0.138 0.560
C -0.746 0.708 0.311
C 0.496 -1.247 0.167
C 1.605 0.904 -0.177
N 0.388 0.168 0.072
H -1.132 1.808 0.397
H -3.159 -0.274 -1.063
H -0.287 -1.742 0.676
H 0.365 -1.839 -0.833
H 1.421 -1.424 0.813
H 2.154 0.442 -0.873
H 1.245 1.964 -0.536
H 2.247 1.181 0.631
*
```

Calculated values
Structure (SMILES) ... C#CC=[N+](C)C
Total energy ... -249.639431 Eh
LUMO level ... -0.206 Ha
Molecular weight ... 82.126 g mol⁻¹



No. 4
Here is a structure of composition C25H44MgN3Se2 from OMol25. Energies are from wB97M-V/def2-TZVPD.

The geometry in ORCA input format:
```
! RIJCOSX wB97M-V def2-TZVPD def2/J DEFGRID3
* xyz 1 1
Mg -0.195 0.486 -0.161
C 1.509 -0.528 -1.362
C 1.596 -1.043 -0.031
C 0.376 -1.775 0.204
C -0.408 -1.654 -0.985
C 0.296 -0.909 -1.960
C -0.083 -0.716 -3.413
C 0.683 -1.746 -4.256
C -1.582 -0.940 -3.617
C 0.306 0.690 -3.879
C -0.060 -2.761 1.300
C 0.205 -2.303 2.738
C -1.569 -3.043 1.211
C 0.641 -4.106 1.046
C 2.856 -0.797 0.816
C 3.923 -0.072 -0.018
C 3.506 -2.101 1.298
C 2.563 0.117 2.014
H 2.287 0.030 -1.857
H -1.358 -2.134 -1.152
H 1.760 -1.606 -4.153
H 0.424 -1.648 -5.313
H 0.443 -2.761 -3.936
H -1.856 -1.977 -3.418
H -1.866 -0.717 -4.647
H -2.176 -0.308 -2.952
H 1.383 0.846 -3.816
H -0.179 1.453 -3.262
H 0.008 0.849 -4.917
H -0.298 -1.357 2.957
H 1.261 -2.186 2.960
H -0.186 -3.051 3.431
H -2.161 -2.130 1.300
H -1.856 -3.708 2.027
H -1.842 -3.539 0.280
H 1.723 -4.025 1.099
H 0.385 -4.482 0.054
H 0.317 -4.845 1.783
H 4.225 -0.661 -0.885
H 4.808 0.095 0.597
H 3.577 0.904 -0.367
H 3.684 -2.775 0.460
H 2.909 -2.627 2.037
H 4.470 -1.876 1.760
H 2.254 1.103 1.648
H 3.459 0.260 2.621
H 1.776 -0.271 2.656
C -2.742 2.559 -2.979
Se -2.425 2.050 -1.133
C -1.732 3.758 -0.502
C -0.381 4.113 -1.094
Se 1.088 2.984 -0.479
C 1.440 3.974 1.160
H -3.473 3.363 -2.984
H -3.151 1.687 -3.480
H -1.827 2.862 -3.478
H -1.695 3.683 0.585
H -2.474 4.515 -0.757
H -0.095 5.132 -0.831
H -0.382 4.053 -2.181
H 1.848 4.942 0.885
H 2.180 3.423 1.736
H 0.526 4.095 1.737
N -4.370 0.015 3.284
C -3.121 0.495 3.100
C -2.483 0.421 1.843
N -1.262 0.898 1.670
C -0.646 1.470 2.717
C -1.289 1.544 3.938
N -2.509 1.062 4.138
H -4.816 -0.557 2.591
H -4.731 -0.001 4.223
H -2.975 -0.031 0.991
H 0.357 1.839 2.576
H -0.798 2.000 4.789
*
```

Calculated values
Total energy ... -6146.101505 Eh
LUMO level ... -0.111 Ha
Molecular weight ... 568.873 g mol⁻¹



No. 5
Here is a cluster of 9 separate species, C34H51N8O14 in total in a non-equilibrium geometry from OMol25. Energies are from wB97M-V/def2-TZVPD.

The geometry in ORCA input format:
```
! RIJCOSX wB97M-V def2-TZVPD def2/J DEFGRID3
* xyz -1 1
C 0.221 -0.272 0.177
O 1.291 -0.005 -0.440
O -0.958 -0.300 -0.483
O 0.133 -0.497 1.419
H -0.665 -0.297 -1.422
C 3.199 -1.363 5.177
C 2.677 -0.914 3.831
C 3.388 -1.156 2.564
C 4.892 -1.548 2.721
C 5.335 -2.074 4.088
C 4.455 -1.816 5.271
N 5.748 -1.973 1.604
O 6.989 -1.822 1.717
O 5.178 -2.263 0.520
H 2.607 -1.275 6.025
H 1.566 -0.456 3.806
H 2.818 -0.939 1.611
H 6.390 -2.642 4.081
H 4.660 -1.876 6.321
C -2.015 4.492 -0.154
C -1.817 5.798 -0.876
C -0.713 5.777 -1.982
C 0.264 4.541 -2.046
C 0.022 3.335 -1.051
C -1.159 3.375 -0.054
N 1.292 4.471 -3.043
O 1.916 3.414 -3.201
O 1.652 5.573 -3.515
H -2.614 4.488 0.648
H -2.540 6.699 -0.691
H -0.752 6.528 -2.476
H 0.871 2.554 -1.119
H -1.201 2.579 0.614
C -2.100 2.022 3.257
C -3.471 2.468 2.857
C -4.359 3.066 3.858
C -3.839 3.231 5.366
C -2.382 2.854 5.679
C -1.698 2.154 4.556
N -4.766 3.777 6.336
O -6.026 3.393 6.282
O -4.279 4.227 7.390
H -1.485 1.555 2.568
H -3.852 2.397 1.745
H -5.317 3.258 3.701
H -1.897 2.824 6.664
H -0.676 1.698 4.624
C 0.032 -4.310 -0.387
O -0.707 -5.351 -0.226
N 1.328 -4.563 -0.674
C 2.257 -3.456 -0.535
C 1.884 -5.800 -1.189
H -0.235 -3.349 -0.279
H 2.915 -3.464 0.384
H 1.808 -2.455 -0.763
H 3.289 -3.378 -1.124
H 3.053 -6.020 -0.948
H 2.067 -5.934 -2.305
H 1.369 -6.712 -0.926
C 1.625 -0.096 -5.706
O 1.699 0.010 -6.998
N 1.787 -1.318 -5.101
C 1.600 -1.589 -3.655
C 1.971 -2.520 -5.959
H 1.285 0.682 -4.922
H 1.441 -0.648 -3.000
H 2.544 -1.829 -3.152
H 1.042 -2.434 -3.657
H 2.105 -2.270 -7.070
H 0.908 -2.938 -5.957
H 2.823 -3.142 -5.682
C -3.928 -0.730 -2.318
O -3.311 -1.527 -2.983
N -4.955 0.038 -2.761
C -5.545 1.068 -1.872
C -5.310 -0.049 -4.102
H -3.616 -0.711 -1.300
H -4.720 1.466 -1.497
H -6.346 0.586 -1.074
H -6.079 1.742 -2.464
H -5.214 -1.091 -4.575
H -4.662 0.780 -4.472
H -6.427 0.023 -4.171
C -4.804 -0.966 3.589
O -5.964 -1.066 4.136
N -4.200 -1.794 2.692
C -2.957 -1.382 2.171
C -4.949 -2.753 2.017
H -4.252 -0.057 3.740
H -2.260 -1.033 2.901
H -3.044 -0.578 1.336
H -2.462 -2.204 1.598
H -4.315 -3.721 2.103
H -5.232 -2.622 1.004
H -5.833 -2.939 2.623
C 5.310 2.006 -3.056
O 6.387 2.535 -3.586
N 5.292 1.310 -1.917
C 4.145 0.768 -1.216
C 6.507 0.767 -1.180
H 4.334 2.161 -3.672
H 3.565 0.053 -1.948
H 3.545 1.621 -1.108
H 4.189 0.305 -0.271
H 6.635 1.464 -0.313
H 7.338 0.613 -1.911
H 6.264 -0.261 -0.830
*
```

Calculated values
Total energy ... -2816.822026 Eh
LUMO level ... 0.003 Ha
Molecular weight ... 795.824 g mol⁻¹



No. 6
Here is a cluster of 2 separate species, C2H5NS in total in a non-equilibrium geometry from OMol25. Energies are from wB97M-V/def2-TZVPD.

The geometry in ORCA input format:
```
! RIJCOSX wB97M-V def2-TZVPD def2/J DEFGRID3
* xyz 0 1
C 0.524 -0.513 0.214
C -0.819 0.379 -1.254
N 0.504 0.176 1.381
S 1.284 -1.891 -0.075
H -1.584 -0.327 -1.002
H -0.522 1.206 -0.693
H -0.411 0.109 -2.250
H -0.104 0.980 1.516
H 1.129 -0.119 2.163
*
```

Calculated values
Total energy ... -532.045348 Eh
LUMO level ... 0.020 Ha
Molecular weight ... 75.136 g mol⁻¹



No. 7
Here is a cluster of 2 separate species, C4H7NO in total from OMol25. Energies are from wB97M-V/def2-TZVPD.

The geometry in ORCA input format:
```
! RIJCOSX wB97M-V def2-TZVPD def2/J DEFGRID3
* xyz 0 1
N -0.716 2.450 0.352
C -0.241 1.304 0.201
C 0.102 0.261 1.223
C 0.696 -0.862 0.375
C 0.602 -0.442 -1.082
O 0.078 0.763 -1.089
H -0.837 2.920 -0.545
H 0.798 0.678 1.955
H -0.805 -0.039 1.755
H 0.195 -1.829 0.498
H 1.758 -1.047 0.578
H -1.282 -2.417 -2.170
H -0.660 -2.008 -2.187
*
```

Calculated values
Total energy ... -286.479564 Eh
LUMO level ... 0.022 Ha
Molecular weight ... 85.106 g mol⁻¹



No. 8
Here is a cluster of 2 separate species, C32H56N7O4 in total in a non-equilibrium geometry from OMol25. Energies are from wB97M-V/def2-TZVPD.

The geometry in ORCA input format:
```
! RIJCOSX wB97M-V def2-TZVPD def2/J DEFGRID3
* xyz 1 1
C -0.046 -2.403 5.608
C -0.745 -2.960 4.555
C -2.251 -2.605 4.197
C -2.241 -2.013 2.752
N -1.049 -1.430 2.338
C -1.381 -1.003 1.046
N -0.466 -0.396 0.288
C -0.602 0.125 -1.079
C -1.104 1.621 -1.136
C -0.432 2.579 -0.070
C -1.431 3.784 0.273
C -1.401 4.188 1.806
N -0.622 5.435 2.042
O 0.768 -0.230 0.870
C 1.633 -1.367 0.598
C 3.116 -0.813 0.652
N 4.127 -1.894 0.544
C 4.844 -1.856 -0.755
C 5.774 -3.154 -0.814
C 4.939 -4.366 -1.410
O 7.004 -2.924 -1.501
N -2.688 -1.273 0.685
C -3.514 -1.014 -0.486
C -3.483 -2.179 -1.571
O -4.177 -2.060 -2.554
C -2.654 -3.478 -1.427
C -3.366 -4.751 -1.669
C -2.693 -6.056 -1.606
C -1.263 -6.145 -1.293
C -0.547 -4.873 -1.045
C -1.225 -3.568 -1.110
N -3.206 -1.940 1.774
C -4.558 -2.519 1.955
C -4.544 -4.079 2.345
C -5.527 -4.283 3.564
N -5.475 -3.566 4.831
O -6.419 -5.086 3.430
H 0.183 -1.313 5.702
H 0.362 -3.124 6.372
H -0.271 -3.740 3.894
H -2.809 -3.562 4.309
H -2.600 -1.811 4.920
H 0.435 0.130 -1.530
H -1.194 -0.568 -1.747
H -0.852 2.046 -2.153
H -2.218 1.736 -1.031
H -0.188 2.097 0.908
H 0.449 3.065 -0.571
H -1.183 4.709 -0.326
H -2.501 3.539 0.036
H -0.986 3.377 2.470
H -2.442 4.404 2.189
H 0.355 5.310 1.764
H -0.602 5.607 3.055
H 1.477 -2.107 1.440
H 1.394 -1.791 -0.411
H 3.313 -0.253 1.613
H 3.216 -0.085 -0.207
H 3.681 -2.810 0.649
H 4.156 -1.902 -1.654
H 5.432 -0.904 -0.804
H 5.992 -3.397 0.265
H 4.908 -4.271 -2.533
H 5.386 -5.361 -1.151
H 3.876 -4.290 -1.046
H 6.798 -2.431 -2.315
H -4.607 -0.885 -0.237
H -3.238 -0.079 -1.049
H -4.452 -4.784 -1.950
H -3.231 -7.015 -1.821
H -0.758 -7.137 -1.276
H 0.546 -4.976 -0.835
H -0.628 -2.642 -0.941
H -5.063 -1.913 2.763
H -5.217 -2.443 1.058
H -4.970 -4.691 1.501
H -3.501 -4.451 2.530
H -5.555 -2.555 4.725
H -4.686 -3.840 5.415
C 1.716 6.593 -0.631
C 1.148 6.208 -1.992
C 1.967 5.129 -2.702
C 3.406 5.526 -3.041
C 3.544 6.774 -3.913
C 2.906 6.616 -5.288
H 2.721 7.012 -0.718
H 1.084 7.346 -0.158
H 1.762 5.723 0.030
H 1.060 7.099 -2.619
H 0.128 5.833 -1.850
H 1.444 4.837 -3.619
H 1.994 4.230 -2.074
H 3.889 4.682 -3.546
H 3.969 5.680 -2.114
H 4.608 6.990 -4.044
H 3.115 7.644 -3.407
H 3.357 5.783 -5.833
H 3.050 7.523 -5.879
H 1.831 6.439 -5.218
*
```

Calculated values
Total energy ... -1936.631783 Eh
LUMO level ... -0.110 Ha
Molecular weight ... 602.845 g mol⁻¹



Ordered orbital gap results: 0.26610; 0.35283; 0.35780; 0.27359; 0.24548; 0.30794; 0.34987; 0.30487; unit Ha.
Ordered HOMO energy results: -11.24; -13.49; -15.35; -10.45; -6.61; -7.84; -8.91; -11.29; unit eV.
Ordered energy relative to the best compared isomer or geometry (same formula, charge and spin) results: 0.000; 3.835; 5.053; 0.000; 0.000; 2.646; 4.138; 3.583; unit eV.